Record 1
Below is a structure of composition C37H51MnN4OP2 at a distorted geometry, with properties calculated with wB97M-V/def2-TZVPD.

Properties
<S²>: 8.940
Spin multiplicity: 6
HOMO level (spin up / spin down) in eV: -9.02 / -9.10
Net charge: +1

Geometry (Å):
C -1.676957 -1.367608 -2.154921
C -0.506358 -2.866765 -0.797465
C -2.091375 -2.432352 -2.943180
C -0.660369 -3.911655 -1.752386
C -1.577860 -3.719502 -2.771826
H -2.785530 -2.188192 -3.742353
H -0.202888 -4.871899 -1.537192
H -1.881362 -4.528998 -3.435011
N -0.915555 -1.565120 -1.069232
P -1.006146 1.393286 -1.814508
P 0.075160 -1.783989 1.681208
C -2.097922 0.041530 -2.523919
H -2.123996 0.135206 -3.623026
H -3.134118 0.208074 -2.181796
C -0.025815 -3.169053 0.501922
H 0.815894 -3.885949 0.526901
C 1.695908 -1.298959 2.809985
C -1.217989 -2.848284 2.688601
C 0.258884 1.611107 -3.289263
C -2.183985 2.922810 -1.773524
C 2.188650 0.140456 2.640762
H 1.419755 0.890231 2.861398
H 3.019994 0.325408 3.341690
H 2.554619 0.337196 1.632343
C 1.384413 -1.444376 4.301155
H 0.620237 -0.724569 4.628855
H 1.079877 -2.453866 4.595564
H 2.288440 -1.206463 4.887804
C 2.783866 -2.256776 2.343191
H 3.714330 -2.074502 2.901636
H 2.502662 -3.307619 2.472569
H 3.024480 -2.096285 1.285239
C -1.781014 -2.098361 3.891575
H -2.222475 -1.135049 3.593404
H -2.583464 -2.737320 4.284385
H -1.057409 -1.941078 4.700527
C -2.391979 -3.159793 1.731817
H -2.775697 -2.222134 1.296732
H -2.112360 -3.839725 0.915514
H -3.204143 -3.652991 2.287466
C -0.431198 -4.122273 3.079016
H 0.384229 -4.375712 2.380649
H 0.015925 -4.078285 4.084837
H -1.127934 -4.971038 3.033796
C -1.311898 4.177065 -1.608271
H -1.955427 5.042233 -1.383706
H -0.609694 4.069958 -0.770001
H -0.754204 4.429869 -2.518293
C -3.094989 2.802214 -0.542478
H -3.665498 1.865661 -0.539406
H -2.531393 2.881919 0.393060
H -3.825175 3.628314 -0.551814
C -3.096100 3.082519 -3.004959
H -3.732361 3.970746 -2.848559
H -2.549989 3.256678 -3.937412
H -3.762877 2.221376 -3.139686
C 0.737988 0.233948 -3.770232
H 1.435682 0.393107 -4.603540
H 1.274338 -0.306293 -2.988207
H -0.081578 -0.395944 -4.142140
C 1.406086 2.451318 -2.721205
H 1.891698 1.956587 -1.876693
H 2.165791 2.577846 -3.499465
H 1.073156 3.436394 -2.374626
C -0.322853 2.333780 -4.510697
H -1.221487 1.847007 -4.915958
H -0.517760 3.397783 -4.325767
H 0.446639 2.292342 -5.297256
Mn -0.299979 -0.022903 0.085072
C -1.681522 0.396124 1.128551
O -2.576353 0.644341 1.875202
N 1.615796 0.255690 -0.530449
C 2.658108 0.170188 -1.194590
C 3.709056 -0.853657 -1.363060
C 5.028677 -0.395778 -1.506731
C 3.519607 -2.276210 -1.464255
C 6.012959 -1.205775 -2.088056
H 5.345320 0.636246 -1.303983
C 4.529080 -3.097572 -1.980915
H 2.571035 -2.754717 -1.155658
C 5.771130 -2.563857 -2.366608
H 6.989007 -0.802389 -2.413397
H 4.305009 -4.174329 -2.107941
H 6.500611 -3.250990 -2.850884
N -3.913733 6.034325 3.806677
C -3.077301 5.240219 3.612593
C -2.051616 4.246856 3.372607
C -1.121797 4.422634 2.338820
C -0.151245 3.436083 2.144840
N -0.122608 2.317874 2.871641
C -0.976417 2.160472 3.878145
C -1.969126 3.099388 4.167211
H -1.139133 5.312920 1.706255
H 0.618904 3.557200 1.372711
H -0.880755 1.247022 4.483576
H -2.662228 2.905403 4.988995

Atomic forces in eV per Å
C -0.099 -0.223 -0.262
C 0.131 0.278 -0.202
C -0.312 0.448 -0.455
C -0.825 0.333 0.290
C 0.508 0.161 0.244
H 0.105 -0.276 0.013
H -0.116 0.092 -0.086
H 0.180 0.211 0.134
N -0.449 -1.579 -0.835
P -0.425 0.579 -1.858
P -0.767 -0.604 1.695
C -0.186 0.259 0.019
H -0.067 -0.039 0.411
H 0.324 -0.041 0.031
C 3.877 1.282 -1.390
H -0.833 -0.127 -0.095
C -0.271 -0.980 -0.175
C 0.929 1.039 0.230
C -0.949 0.340 0.543
C 0.156 -0.155 -0.260
C -0.342 0.287 -0.463
H 0.162 -0.322 -0.077
H -0.196 -0.302 -0.210
H 0.061 -0.047 0.087
C 0.012 -0.236 0.353
H 0.191 -0.235 -0.173
H 0.030 0.260 -0.105
H -0.162 -0.075 -0.320
C 0.351 -0.179 0.073
H -0.194 -0.076 -0.040
H 0.078 0.104 0.056
H -0.091 -0.014 0.108
C -0.358 -0.286 0.291
H 0.120 -0.323 0.133
H 0.022 0.307 0.204
H -0.261 -0.060 -0.355
C 0.029 0.019 0.021
H -0.040 -0.360 0.094
H -0.188 0.234 0.354
H 0.220 0.246 -0.001
C -0.221 -0.456 0.183
H -0.476 0.117 0.472
H -0.384 0.037 -0.331
H 0.182 0.042 0.265
C -0.072 0.229 0.024
H 0.083 -0.246 -0.041
H -0.081 0.012 -0.197
H -0.124 -0.102 0.272
C 0.009 -0.009 0.094
H 0.095 0.127 0.062
H -0.078 -0.119 -0.156
H 0.235 -0.226 -0.061
C 0.003 0.152 -0.107
H 0.150 -0.316 0.016
H -0.168 -0.124 0.309
H 0.127 0.171 0.025
C 0.092 0.057 0.145
H -0.090 -0.069 0.141
H -0.207 -0.116 -0.191
H 0.235 0.177 0.071
C 0.320 -0.025 0.037
H -0.313 0.638 -0.538
H -0.017 0.175 -0.002
H 0.111 -0.199 -0.276
C 0.233 0.037 -0.239
H 0.214 0.160 0.141
H -0.052 -0.363 -0.033
H -0.207 0.047 0.092
Mn 2.837 -0.500 -1.535
C -6.510 2.602 5.263
O 3.135 -1.260 -2.780
N 5.963 0.205 -3.873
C -5.482 -2.964 5.890
C 1.617 -0.049 -0.555
C 0.662 0.265 -1.189
C -0.733 0.608 -0.208
C 0.542 -0.968 -0.281
H -0.647 -0.323 -0.177
C -0.194 0.076 0.235
H 0.419 0.582 -0.445
C -0.491 -0.056 0.193
H -0.670 -0.016 0.609
H 0.251 0.800 0.152
H -0.472 0.926 0.421
N 1.835 -1.723 -0.444
C -1.593 1.446 0.375
C 0.165 -0.172 -0.096
C 0.221 0.028 0.001
C -0.614 0.183 0.174
N 0.356 0.190 0.092
C -0.336 0.422 -0.038
C 0.032 -0.277 0.153
H -0.042 -0.276 0.271
H -0.327 -0.145 0.265
H -0.077 0.397 -0.357
H 0.196 0.254 -0.310

---

Record 2
Below is a structure of composition C37H51N4OP2Pd at a distorted geometry, with properties calculated with wB97M-V/def2-TZVPD.

Properties
<S²>: 2.042
Spin multiplicity: 3
HOMO level (spin up / spin down) in eV: -9.07 / -9.34
Net charge: +1

Geometry (Å):
C 1.906371 2.281116 -0.621127
C 0.171969 2.062866 -2.159592
C 2.546290 3.215829 -1.440144
C 0.936199 2.759699 -3.151675
C 2.109535 3.404248 -2.756546
H 3.436748 3.700522 -1.043259
H 0.491869 2.846744 -4.136466
H 2.621015 4.108817 -3.407348
N 0.735127 1.726119 -0.962893
P 2.095013 0.211385 1.399815
P -2.191243 1.002635 -1.044745
C 2.544561 1.889061 0.700454
H 3.634232 1.891518 0.546304
H 2.300014 2.640414 1.477226
C -1.221932 1.824335 -2.405196
H -1.506457 1.895127 -3.466022
C -3.327475 -0.645953 -1.333482
C -3.254629 2.628915 -0.985397
C 3.334615 -0.957826 0.523030
C 2.576711 0.281257 3.243207
C -2.948719 -1.894124 -0.517116
H -2.847881 -1.691232 0.553231
H -3.761986 -2.631884 -0.632228
H -2.033773 -2.372472 -0.871232
C -4.790360 -0.379906 -0.943152
H -4.876699 -0.142946 0.126418
H -5.282680 0.397422 -1.531551
H -5.359432 -1.309712 -1.103938
C -3.142588 -0.975123 -2.821675
H -3.677136 -1.905220 -3.078845
H -3.541293 -0.184683 -3.468614
H -2.081913 -1.132949 -3.071299
C -4.106516 2.641562 0.274931
H -3.496423 2.578097 1.182967
H -4.621345 3.603906 0.279238
H -4.862938 1.858482 0.315382
C -2.348049 3.872623 -0.953745
H -1.706990 3.898144 -0.062591
H -1.706316 3.977315 -1.833737
H -3.003347 4.755459 -0.914804
C -4.050016 2.598650 -2.302093
H -3.441790 2.277455 -3.154504
H -4.930398 1.956613 -2.245964
H -4.396468 3.612061 -2.504248
C 2.612766 -1.149795 3.808149
H 2.816225 -1.097749 4.890177
H 1.644527 -1.648704 3.670456
H 3.403807 -1.761842 3.361618
C 1.489359 1.041169 4.023779
H 1.448513 2.106645 3.761376
H 0.501499 0.589329 3.870238
H 1.718426 0.978233 5.102368
C 3.923356 0.972479 3.534737
H 4.055762 1.005685 4.629351
H 4.786014 0.430631 3.135629
H 3.955995 2.005582 3.167941
C 3.425114 -0.578783 -0.967235
H 3.996864 -1.353193 -1.505571
H 2.436216 -0.515307 -1.424962
H 3.945460 0.379748 -1.109480
C 2.837769 -2.405683 0.689484
H 1.937232 -2.594249 0.115999
H 3.603056 -3.101431 0.313780
H 2.605520 -2.641695 1.731039
C 4.776684 -0.944539 1.054817
H 5.253202 0.038649 0.962217
H 4.858318 -1.313493 2.081750
H 5.352354 -1.644920 0.426545
Pd -0.342724 0.336999 0.572728
C -0.651788 1.873888 1.619743
O -0.846521 2.858260 2.201777
N 0.193211 -1.633679 -0.797685
C 0.667182 -2.390040 -1.587791
C 0.850796 -2.697378 -2.993003
C 1.125424 -3.991333 -3.474561
C 0.597773 -1.651693 -3.904862
C 1.346670 -4.173873 -4.855179
H 1.144566 -4.830431 -2.765563
C 0.758489 -1.850213 -5.280783
H 0.252596 -0.670386 -3.527250
C 1.174461 -3.104700 -5.753861
H 1.687677 -5.136878 -5.254918
H 0.575108 -0.997667 -5.948663
H 1.360111 -3.224399 -6.824986
N -3.435872 0.612826 6.393766
C -2.866011 -0.079927 5.639226
C -2.153367 -0.888977 4.679788
C -1.716945 -2.184699 4.975449
C -1.054004 -2.890055 3.979539
C -0.792553 -2.260354 2.753506
N -1.124517 -0.979495 2.511928
C -1.860893 -0.331086 3.426137
H -1.905901 -2.614031 5.963841
H -0.734365 -3.925000 4.124442
H -0.308810 -2.805807 1.937320
H -2.247304 0.658994 3.168735

Atomic forces in eV per Å
C -0.852 -0.522 -0.184
C 0.306 0.284 -0.502
C 0.351 -0.122 -0.285
C -0.241 0.155 0.884
C -0.593 -0.144 0.414
H -0.161 0.024 -0.279
H 0.225 0.228 -0.003
H 0.006 -0.327 -0.016
N 1.225 1.250 -1.053
P 0.304 -0.295 -0.221
P 0.009 0.429 0.708
C 0.502 -0.174 0.381
H -0.227 0.283 0.246
H 0.124 -0.259 -0.332
C 1.227 -2.750 -0.403
H -0.139 0.168 0.643
C -0.023 0.671 -0.936
C 0.250 -1.367 -0.007
C 0.307 0.009 0.254
C 0.271 0.232 0.005
C 0.488 0.129 0.154
H 0.036 0.062 -0.113
H 0.255 0.346 -0.049
H -0.088 0.173 0.106
C -0.195 -0.007 -0.199
H 0.031 -0.084 -0.310
H 0.127 -0.230 0.241
H 0.174 0.262 -0.008
C -0.377 -0.180 -0.198
H 0.124 0.221 0.100
H 0.097 -0.089 0.085
H -0.274 0.064 0.119
C -0.340 0.313 -0.069
H -0.025 0.058 -0.185
H -0.186 0.019 0.277
H 0.112 0.121 -0.090
C 0.041 0.022 0.163
H -0.141 -0.049 -0.191
H -0.222 0.024 0.131
H 0.125 -0.194 0.018
C -0.356 0.430 0.220
H -0.278 0.190 0.214
H 0.190 0.232 -0.049
H -0.149 0.084 -0.160
C 0.051 -0.027 0.042
H -0.103 0.032 -0.299
H 0.234 0.031 0.034
H -0.244 0.141 0.168
C -0.090 0.010 0.009
H -0.042 -0.220 0.003
H 0.224 0.180 0.017
H -0.040 0.044 -0.388
C 0.113 -0.060 0.171
H -0.059 0.069 -0.303
H -0.271 0.198 0.057
H -0.040 -0.184 0.050
C -0.144 -0.070 0.031
H -0.138 0.215 0.190
H 0.088 0.124 -0.047
H -0.138 -0.275 0.004
C -0.134 -0.119 -0.173
H 0.297 0.025 0.355
H -0.072 0.160 0.228
H 0.212 -0.085 -0.183
C 0.186 -0.052 -0.157
H -0.077 -0.140 0.141
H 0.025 0.176 -0.241
H -0.092 0.250 0.160
Pd -0.222 -0.544 -0.534
C -0.811 3.091 2.428
O 0.478 -1.979 -1.430
N 1.731 -3.126 -2.011
C -3.070 3.932 1.142
C -0.055 -1.021 -0.679
C 0.283 0.221 -0.313
C 0.056 0.426 -0.038
C -0.070 0.300 0.053
H 0.299 0.394 -0.449
C 0.036 -0.108 0.549
H 0.413 -0.647 -0.187
C -0.008 0.207 0.453
H -0.360 0.352 0.346
H 0.108 -0.576 0.207
H -0.072 -0.140 0.439
N 1.348 -1.664 -1.775
C -1.272 1.439 1.618
C 0.077 0.187 -0.175
C 0.029 0.082 0.034
C 0.106 -0.080 -0.404
C -0.253 0.372 0.612
N -1.089 -1.081 0.677
C 0.320 -0.699 0.084
H 0.047 0.121 -0.429
H -0.140 0.385 0.036
H 0.014 0.288 0.258
H 0.293 -0.245 0.096

---

Calculated energy relative to the best compared isomer or geometry (same formula, charge and spin) (kJ/mol), listed in the same order as above: 15.77, 82.15